## i
{
  "formula": "C6H16",
  "method": "the ωB97M-V functional and the def2-TZVPD basis",
  "elements": ["H", "H", "H", "C", "C", "H", "H", "C", "H", "H", "H", "C", "H", "H", "H", "H", "C", "H", "H", "C", "H", "H"],
  "coordinates": [[0.49, 1.29, 1.62], [-0.05, -0.23, 2.57], [1.23, 1.37, 3.97], [1.85, 0.74, 3.22], [-2.64, 0.28, -2.14], [1.11, -1.59, 1.25], [-2.94, 0.98, -1.34], [-1.01, 0.37, -2.18], [-3.14, 0.54, -3.05], [-1.05, -1.69, -2.87], [-0.92, 0.96, -3.12], [-0.42, -1.02, -2.23], [2.61, -0.40, 1.31], [2.05, -0.24, 3.69], [1.33, -0.31, 0.11], [0.64, -1.07, -2.63], [0.82, 0.34, 2.13], [-0.84, 1.07, -1.35], [-0.40, -1.50, -1.26], [1.55, -0.59, 1.16], [-2.90, -0.68, -1.66], [2.63, 1.37, 2.81]],
  "nbo_charge": [0.19, 0.20, 0.20, -0.62, -0.61, 0.21, 0.20, -0.41, 0.21, 0.21, 0.20, -0.62, 0.21, 0.21, 0.21, 0.21, -0.39, 0.21, 0.21, -0.63, 0.20, 0.21],
  "smiles": "CCC.CCC",
  "homo_energy_ev": -10.9256,
  "orbital_gap_ev": 12.04,
  "lumo_energy_ev": 1.11
}



## ii
{
  "formula": "C6H16",
  "method": "the ωB97M-V functional and the def2-TZVPD basis",
  "elements": ["C", "H", "H", "C", "H", "H", "H", "C", "C", "H", "H", "H", "H", "H", "H", "H", "H", "H", "C", "C", "H", "H"],
  "coordinates": [[3.66, -0.28, -2.05], [-4.33, -0.31, 2.10], [-2.13, -1.79, 1.73], [-2.59, 0.12, 0.71], [-2.90, -0.24, -0.28], [-3.48, 1.25, 2.36], [1.68, 0.70, -2.37], [1.82, 0.00, -0.35], [2.47, 0.61, -1.60], [2.61, -0.12, 0.41], [3.26, -1.27, -2.31], [4.05, 0.19, -2.97], [1.06, 0.71, 0.03], [-0.77, -1.08, 0.82], [-1.22, -0.41, 2.42], [4.50, -0.42, -1.34], [-1.97, 1.03, 0.56], [-4.48, 1.01, 0.90], [-3.79, 0.51, 1.60], [-1.61, -0.85, 1.49], [1.33, -0.98, -0.51], [2.84, 1.62, -1.37]],
  "nbo_charge": [-0.61, 0.20, 0.20, -0.39, 0.20, 0.20, 0.20, -0.61, -0.39, 0.20, 0.20, 0.21, 0.20, 0.21, 0.20, 0.21, 0.19, 0.21, -0.61, -0.61, 0.20, 0.19],
  "smiles": "CCC.CCC",
  "homo_energy_ev": -11.1554,
  "orbital_gap_ev": 12.26,
  "lumo_energy_ev": 1.11
}



It is i that is the least stable of them.